[1]
9
Properties=species:S:1:pos:R:3 method="wB97M-V/def2-TZVPD" multiplicity=1 homo_lumo_gap_ev=10.164
C 0.56327 0.97425 -0.46977
C 0.27986 -1.08710 0.14596
N 1.75418 0.44779 -0.30178
N 1.58364 -0.84797 0.06981
N -0.39357 0.02107 -0.15084
O -1.76399 0.23412 -0.17307
H 0.19493 1.91916 -0.48820
H -0.13359 -1.99593 0.54594
H -2.08473 0.33461 0.82195


[2]
9
Properties=species:S:1:pos:R:3 method="wB97M-V/def2-TZVPD" multiplicity=1 homo_lumo_gap_ev=8.419
O -0.42393 0.72639 -1.62710
C -0.04279 -1.22810 -0.69743
N -0.45801 -1.42030 0.53529
N -0.12354 -0.26697 1.24797
C 0.45491 0.64050 0.52054
N 0.52261 0.09981 -0.74185
H -0.42526 0.09186 -2.36653
H -0.38760 -0.20290 2.22032
H 0.88360 1.55969 0.90879


[3]
9
Properties=species:S:1:pos:R:3 method="wB97M-V/def2-TZVPD" multiplicity=1 homo_lumo_gap_ev=9.891
C 0.60380 0.24705 -0.04469
C -0.42497 1.20700 0.12866
H 2.36968 -0.78259 0.67113
H 2.64841 0.76241 0.00073
H -0.38169 2.22510 0.03620
N 2.01043 -0.02045 -0.16705
N -1.51987 0.38804 -0.03962
N -1.35934 -0.80394 -0.08434
O 0.04652 -0.98434 0.10315


[4]
9
Properties=species:S:1:pos:R:3 method="wB97M-V/def2-TZVPD" multiplicity=1 homo_lumo_gap_ev=9.945
N 1.73080 -0.15568 -0.03181
C 0.69332 0.70196 0.12369
C -0.18752 1.51712 0.25374
O -2.62262 -0.29614 -0.38351
N -1.72460 -1.07050 -0.40613
N -0.87035 -1.79733 -0.42545
H 1.47026 -1.12579 -0.15768
H 2.44542 -0.04457 0.67504
H -0.93469 2.27092 0.35211


[5]
10
Properties=species:S:1:pos:R:3 method="wB97M-V/def2-TZVPD" multiplicity=1 homo_lumo_gap_ev=10.650
C -0.49030 -0.41825 1.18759
C 0.45444 -0.79978 -0.78157
H -0.65858 1.67617 -1.12007
H 0.80951 1.90658 -0.34043
H -0.94679 0.12221 1.99763
N -0.14798 1.56785 -0.22008
N -0.03724 0.19654 0.07223
N -0.26387 -1.67533 1.17148
O 0.39112 -1.92783 -0.06897
O 0.88969 -0.64815 -1.89780


[6]
10
Properties=species:S:1:pos:R:3 method="wB97M-V/def2-TZVPD" multiplicity=1 homo_lumo_gap_ev=9.626
C 0.99060 0.82716 0.02981
C -0.95658 -0.43649 0.14017
N 1.32920 -0.49525 0.52692
N 0.18913 -1.30249 0.43296
N -0.34908 0.83011 -0.18662
O 1.78418 1.70640 -0.10042
O 0.97202 -1.53233 -0.73119
H -1.54318 -0.85122 -0.68280
H -1.56074 -0.39139 1.05728
H -0.85555 1.64550 -0.48610


[7]
10
Properties=species:S:1:pos:R:3 method="wB97M-V/def2-TZVPD" multiplicity=1 homo_lumo_gap_ev=9.181
C -1.13258 -0.76078 0.16485
C 0.99243 -0.99337 0.53733
H -0.51153 2.53242 -0.71846
H -2.31965 -0.56144 -0.03551
H 1.62467 0.75836 -0.29893
N -0.50086 0.45362 -0.05129
N -0.30391 -1.49721 0.84909
N 0.87851 0.09428 -0.28495
O -0.82694 1.43018 -1.10205
O 2.09986 -1.45607 0.93990


[8]
10
Properties=species:S:1:pos:R:3 method="wB97M-V/def2-TZVPD" multiplicity=1 homo_lumo_gap_ev="7.902 / 8.450"
C -1.12459 -0.95877 0.44707
C -0.14529 -0.01644 0.04557
N -1.94542 -1.69199 0.76426
N -0.32242 1.30421 0.22695
N 1.24817 -0.44165 0.01629
O 2.05917 0.45518 -0.09447
O 1.49182 -1.61674 0.12269
H -0.47884 -0.63600 -1.82084
H -1.24426 1.69953 0.29534
H 0.46168 1.90267 -0.00285


[9]
10
Properties=species:S:1:pos:R:3 method="wB97M-V/def2-TZVPD" multiplicity=1 homo_lumo_gap_ev=10.190
C -1.13573 0.10277 0.04880
C 1.65433 -0.28211 -0.32630
H -1.29791 -1.66904 -0.84438
H 2.57235 -0.56305 -0.70628
H 1.82708 1.64393 0.66390
N -0.54782 -1.09429 -0.31383
N 0.90016 -1.23009 -0.67416
N 1.42631 0.66039 0.63268
O -2.24578 0.60560 0.12776
O -0.08718 1.05840 0.50210


[10]
10
Properties=species:S:1:pos:R:3 method="wB97M-V/def2-TZVPD" s2=2.0315 multiplicity=3 homo_lumo_gap_ev="10.782 / 5.955"
C -2.11461 -0.05823 -0.00102
C 1.12799 -0.14751 -0.01444
N -2.46277 1.07148 0.01622
N 0.59409 1.03256 -0.06702
N 0.53661 -1.35610 0.04016
O 2.29523 -0.41108 -0.24350
O -1.80303 -1.20131 -0.08421
H -0.37797 1.16487 0.11777
H 1.04878 1.90863 -0.17917
H 1.15568 -2.00331 0.41520


[11]
11
Properties=species:S:1:pos:R:3 method="wB97M-V/def2-TZVPD" multiplicity=1 homo_lumo_gap_ev=10.803
C -0.97183 -0.47140 -0.46729
C 0.82636 0.47528 0.72041
H 1.61789 -0.33444 -1.81179
H -1.61368 -1.13321 1.23272
H -0.20247 0.61103 2.44413
N 0.37041 -0.12217 -0.50807
N -1.27934 -0.25899 0.86731
N -0.11092 0.00154 1.58723
O 0.91794 0.31599 -1.70552
O -1.71901 -0.95931 -1.27874
O 1.82733 1.07966 0.85812


[12]
11
Properties=species:S:1:pos:R:3 method="wB97M-V/def2-TZVPD" multiplicity=1 homo_lumo_gap_ev=10.277
C -0.50440 -0.85709 -0.04984
C 1.93316 0.24970 0.11055
N 0.44470 -1.50447 0.10161
N 2.85653 -0.35968 0.54445
N -1.56380 -0.17058 -0.14345
O -2.22668 0.12681 -1.35156
O -2.09200 0.67359 0.86003
O 1.17870 1.01320 -0.31033
H 3.16074 -1.30698 0.95931
H -1.85838 0.90225 -1.83032
H -1.32857 1.23322 1.10953